1.
A molecular structure, C30H34MnN8O5S3SeSi at a distorted geometry, computed with the ωB97M-V functional and the def2-TZVPD basis.

Values from the calculation:
⟨S²⟩ = 8.757
LUMO energy (alpha / beta) = 3.940 / 3.939 eV
largest force on an atom = 1.907 eV/A
HOMO-LUMO gap (alpha / beta) = 5.869 / 5.965 eV
energy relative to the best compared isomer or geometry (same formula, charge and spin) = 2.1 kcal/mol

```
! RIJCOSX wB97M-V def2-TZVPD def2/J DEFGRID3
* xyz -2 6
Mn 0.688 -0.132 -1.334
N -2.696 -1.402 5.035
C -1.911 -1.933 4.002
C -2.445 -2.093 2.724
C -1.659 -2.567 1.694
C -0.330 -2.901 1.931
C 0.193 -2.806 3.211
C -0.602 -2.340 4.246
S 0.700 -3.277 0.548
O 1.822 -4.062 0.992
O -0.153 -3.827 -0.470
N 1.102 -1.792 0.060
C 2.096 -1.086 0.628
N 2.636 -1.384 1.822
C 3.630 -0.624 2.242
C 4.081 0.509 1.582
C 3.458 0.766 0.377
N 2.545 -0.036 -0.148
H -3.378 -0.758 4.654
H -2.125 -0.877 5.683
H -3.465 -1.785 2.530
H -2.050 -2.652 0.688
H 1.228 -3.070 3.371
H -0.188 -2.226 5.242
H 4.102 -0.936 3.172
H 4.856 1.147 1.977
H 3.717 1.632 -0.224
C -3.099 -2.519 -3.726
Si -1.347 -3.044 -4.178
C -1.204 -2.948 -6.058
C -1.116 -4.838 -3.654
Se 0.199 -1.713 -3.370
H -3.837 -3.239 -4.091
H -3.330 -1.542 -4.156
H -3.206 -2.438 -2.643
H -1.823 -3.683 -6.581
H -0.161 -3.103 -6.338
H -1.484 -1.948 -6.395
H -2.051 -5.405 -3.674
H -0.719 -4.853 -2.637
H -0.393 -5.336 -4.304
C 0.063 3.790 -0.533
O 0.776 2.714 0.042
H -0.728 3.440 -1.201
H 0.722 4.455 -1.105
H -0.401 4.345 0.283
H 0.794 1.994 -0.609
N 2.903 2.622 6.256
C 1.831 2.407 5.365
C 1.552 1.124 4.896
C 0.488 0.900 4.042
C -0.326 1.953 3.663
C -0.068 3.229 4.135
C 1.013 3.459 4.976
S -1.784 1.680 2.691
O -2.213 2.995 2.244
O -2.740 1.006 3.568
N -1.244 0.752 1.545
C -1.971 0.619 0.433
S -3.712 0.780 0.373
C -3.694 0.484 -1.326
C -2.427 0.269 -1.731
N -1.462 0.341 -0.756
H 3.652 1.956 6.138
H 3.261 3.564 6.220
H 2.183 0.296 5.196
H 0.296 -0.086 3.650
H -0.713 4.039 3.823
H 1.225 4.462 5.330
H -4.589 0.484 -1.923
H -2.102 0.045 -2.737
N 2.098 3.798 -7.755
C 1.871 3.279 -6.749
C 1.593 2.635 -5.493
C 0.316 2.707 -4.933
C 0.061 2.058 -3.738
C 1.033 1.340 -3.022
C 2.303 1.308 -3.625
C 2.593 1.921 -4.834
H -0.462 3.264 -5.443
H -0.958 2.097 -3.359
H 3.104 0.751 -3.145
H 3.579 1.843 -5.277
*
```

=====

2.
A molecular structure, C30H34N18O4ScSe at a distorted geometry, computed with the ωB97M-V functional and the def2-TZVPD basis.

Values from the calculation:
LUMO energy = -8.404 eV
largest force on an atom = 2.048 eV/A
HOMO-LUMO gap = 6.928 eV
energy relative to the best compared isomer or geometry (same formula, charge and spin) = 5.3 kcal/mol

```
! RIJCOSX wB97M-V def2-TZVPD def2/J DEFGRID3
* xyz 3 1
Sc 0.463 1.605 0.620
C -1.061 -1.314 3.811
C -0.575 -0.161 3.214
N 0.178 -0.219 2.122
C 0.457 -1.429 1.621
C -0.085 -2.568 2.189
N -0.847 -2.512 3.282
C 1.377 -1.449 0.461
C 2.214 -2.517 0.207
C 3.141 -2.432 -0.831
C 3.163 -1.256 -1.578
C 2.281 -0.234 -1.275
N 1.400 -0.325 -0.272
C 2.297 1.069 -1.981
C 2.914 1.254 -3.210
N 2.985 2.451 -3.785
C 2.430 3.471 -3.138
C 1.762 3.284 -1.942
N 1.692 2.091 -1.363
C 4.098 -3.527 -1.100
C 4.412 -3.893 -2.401
C 5.332 -4.915 -2.598
N 5.939 -5.550 -1.596
C 5.635 -5.192 -0.349
C 4.718 -4.193 -0.050
H -1.646 -1.264 4.723
H -0.797 0.817 3.615
H 0.081 -3.547 1.753
H 2.169 -3.408 0.822
H 3.901 -1.132 -2.360
H 3.355 0.425 -3.755
H 2.510 4.453 -3.589
H 1.284 4.104 -1.433
H 3.932 -3.417 -3.251
H 5.590 -5.235 -3.601
H 6.149 -5.724 0.445
H 4.518 -3.926 0.983
N -1.159 3.080 -2.382
N -1.871 4.064 -1.689
C -1.753 4.306 -0.399
N -2.450 5.321 0.096
N -0.878 3.521 0.333
N -1.014 3.495 1.667
O -1.766 4.156 2.353
O -0.233 2.639 2.220
H -1.258 3.271 -3.367
H -1.516 2.151 -2.196
H -2.458 4.681 -2.224
H -3.054 5.877 -0.489
H -2.473 5.464 1.085
N -1.745 -0.154 -2.365
C -2.752 -0.445 -1.331
C -3.332 -1.881 -1.409
C -4.865 -1.949 -1.486
C -5.585 -1.705 -0.150
N -5.936 -2.962 0.535
C -5.367 -3.487 1.618
N -4.253 -2.974 2.125
N -5.917 -4.562 2.189
C -2.195 -0.064 0.058
O -2.605 -0.621 1.064
O -1.308 0.895 0.113
H -2.107 -0.418 -3.275
H -0.915 -0.716 -2.214
H -3.569 0.270 -1.499
H -2.978 -2.480 -0.566
H -2.924 -2.338 -2.311
H -5.161 -2.934 -1.850
H -5.220 -1.229 -2.228
H -6.516 -1.166 -0.305
H -4.976 -1.100 0.518
H -6.746 -3.441 0.179
H -3.728 -2.231 1.667
H -3.865 -3.371 2.962
H -6.791 -4.939 1.869
H -5.502 -4.997 2.993
Se 3.758 0.626 2.609
N 4.655 2.067 2.999
C 4.033 3.095 2.449
C 4.418 4.468 2.519
C 3.620 5.356 1.876
C 2.456 4.916 1.172
N 2.063 3.673 1.068
C 2.849 2.765 1.705
N 2.527 1.485 1.654
H 5.305 4.762 3.068
H 3.850 6.413 1.888
H 1.836 5.657 0.674
*
```

=====

3.
A molecular structure, C30H34N4OPdS2Si at a distorted geometry, computed with the ωB97M-V functional and the def2-TZVPD basis.

Values from the calculation:
LUMO energy = -0.827 eV
largest force on an atom = 1.021 eV/A
HOMO-LUMO gap = 5.734 eV
energy relative to the best compared isomer or geometry (same formula, charge and spin) = 27.7 kcal/mol

```
! RIJCOSX wB97M-V def2-TZVPD def2/J DEFGRID3
* xyz 0 1
Pd -0.333 0.885 0.750
C -2.719 2.948 -3.316
C -3.338 3.742 -2.169
N -2.431 3.998 -1.050
C -1.778 5.297 -1.002
C -0.513 5.363 -1.851
C -2.162 3.021 -0.151
S -1.064 3.333 1.136
N -2.783 1.850 -0.442
C -2.836 0.779 0.358
O -2.361 0.653 1.521
C -3.581 -0.393 -0.213
C -4.499 -0.242 -1.247
C -5.180 -1.346 -1.740
C -4.938 -2.608 -1.213
C -4.019 -2.762 -0.183
C -3.350 -1.658 0.321
H -3.468 2.781 -4.092
H -2.374 1.982 -2.952
H -1.878 3.481 -3.759
H -4.207 3.207 -1.789
H -3.670 4.716 -2.531
H -1.528 5.511 0.034
H -2.502 6.044 -1.335
H 0.170 4.563 -1.564
H -0.011 6.318 -1.690
H -0.738 5.274 -2.915
H -4.679 0.744 -1.653
H -5.898 -1.222 -2.541
H -5.470 -3.468 -1.601
H -3.822 -3.744 0.229
H -2.640 -1.760 1.132
C -0.644 -4.452 1.613
C -1.144 -3.915 2.788
C -0.845 -2.604 3.137
C -0.043 -1.802 2.324
C 0.467 -2.369 1.153
C 0.172 -3.677 0.799
Si 0.315 0.008 2.785
C 2.070 0.111 3.438
C 2.254 -0.147 4.798
C 3.528 -0.236 5.340
C 4.640 -0.056 4.530
C 4.472 0.223 3.181
C 3.197 0.307 2.639
H -0.886 -5.469 1.331
H -1.771 -4.515 3.436
H -1.260 -2.191 4.050
H 1.122 -1.780 0.522
H 0.582 -4.100 -0.111
H -0.608 0.371 3.881
H 1.391 -0.281 5.442
H 3.650 -0.442 6.396
H 5.634 -0.127 4.953
H 5.335 0.385 2.548
H 3.082 0.548 1.591
C 1.518 -2.840 -2.926
C 2.409 -1.792 -2.347
C 3.768 -1.775 -2.446
C 4.467 -0.716 -1.827
N 3.848 0.258 -1.184
C 2.510 0.262 -1.112
S 1.640 1.513 -0.378
N 1.818 -0.790 -1.662
C 5.958 -0.660 -1.855
H 2.094 -3.548 -3.516
H 0.759 -2.385 -3.565
H 1.006 -3.383 -2.130
H 4.290 -2.556 -2.978
H 0.806 -0.743 -1.594
H 6.373 -1.308 -2.624
H 6.344 -0.980 -0.885
H 6.284 0.366 -2.014
*
```

=====

4.
A molecular structure, C30H34N6OPPtS2 at a distorted geometry, computed with the ωB97M-V functional and the def2-TZVPD basis.

Values from the calculation:
⟨S²⟩ = 2.019
LUMO energy (alpha / beta) = -2.467 / -3.669 eV
largest force on an atom = 3.795 eV/A
HOMO-LUMO gap (alpha / beta) = 5.176 / 6.630 eV

```
! RIJCOSX wB97M-V def2-TZVPD def2/J DEFGRID3
* xyz 1 3
Pt 12.922 11.942 11.282
N 13.992 12.048 13.015
N 13.880 13.324 13.696
C 12.758 14.054 13.439
N 12.737 15.319 13.807
S 11.523 13.434 12.453
H 13.507 11.330 13.534
H 14.973 11.788 12.858
H 14.769 13.795 13.879
H 13.501 15.681 14.335
H 11.830 15.785 13.768
N 14.373 10.738 10.677
P 15.886 10.359 10.292
C 16.638 11.960 9.780
C 18.030 12.209 9.889
C 18.524 13.408 9.578
C 17.708 14.413 9.000
C 16.323 14.242 8.997
C 15.833 12.996 9.294
C 16.723 9.729 11.744
C 17.494 10.533 12.603
C 17.998 10.018 13.762
C 17.701 8.664 14.108
C 17.023 7.832 13.267
C 16.452 8.406 12.072
C 16.243 9.025 9.119
C 17.384 9.285 8.351
C 17.968 8.309 7.579
C 17.432 7.039 7.497
C 16.214 6.813 8.167
C 15.547 7.852 8.915
H 18.736 11.355 10.164
H 19.561 13.705 9.601
H 18.130 15.324 8.645
H 15.710 15.079 8.666
H 14.820 12.663 9.035
H 17.735 11.553 12.345
H 18.768 10.584 14.385
H 17.920 8.226 15.062
H 17.014 6.770 13.490
H 15.867 7.804 11.375
H 17.880 10.208 8.513
H 18.862 8.555 6.995
H 17.965 6.221 7.017
H 15.726 5.874 8.239
H 14.569 7.771 9.321
C 14.013 11.920 6.267
C 13.358 10.715 5.557
C 12.030 10.349 6.147
N 12.156 9.647 7.411
C 11.970 10.233 8.626
S 12.240 11.915 8.982
N 11.821 9.417 9.726
C 11.430 8.052 9.858
O 11.850 7.445 10.870
C 10.576 7.535 8.781
C 10.581 6.087 8.730
C 9.837 5.511 7.736
C 9.085 6.284 6.858
C 8.926 7.645 7.045
C 9.637 8.261 8.078
H 14.505 11.722 7.200
H 13.285 12.753 6.417
H 14.867 12.331 5.739
H 13.997 9.777 5.583
H 13.190 10.856 4.494
H 11.551 9.671 5.436
H 11.394 11.206 6.307
H 12.009 8.602 7.371
H 12.177 9.820 10.609
H 11.153 5.449 9.421
H 9.759 4.434 7.655
H 8.575 5.798 6.035
H 8.234 8.068 6.295
H 9.528 9.380 8.134
*
```